(1)
ORCA calculation (ωB97M-V/def2-TZVPD) on a molecular structure, C14H32ClP2S4V in a non-equilibrium geometry.

Structure (XYZ):
```
54
Properties=species:S:1:pos:R:3:forces:R:3:lowdin_charge:R:1
V 0.300574 -0.415349 -0.404009 -1.6 0.6 1.1 -0.46
C -2.109760 2.322235 1.182912 0.4 -0.4 0.0 -0.48
C -2.720837 1.202436 1.998588 0.3 -0.4 0.3 -0.49
S -1.353321 0.322780 2.850616 -0.5 0.1 0.0 0.86
C -2.054790 -1.336773 3.125033 0.1 0.5 -0.1 -0.50
C -2.445233 -2.041651 1.845488 0.2 0.1 -0.4 -0.47
S -1.004180 -2.184976 0.709831 -0.7 -0.8 0.5 0.82
C -1.863366 -2.856705 -0.753249 0.2 -0.1 0.2 -0.49
C -2.446001 -1.753035 -1.612413 0.1 0.2 -0.2 -0.44
S -1.052227 -0.770108 -2.282593 -1.0 -0.1 -1.0 0.83
C -1.866446 0.811052 -2.671051 0.1 -0.3 0.1 -0.46
C -2.367706 1.547623 -1.450270 0.2 0.2 0.3 -0.46
S -1.046826 1.700969 -0.173817 -0.6 0.6 -0.4 0.85
H -1.460326 2.922447 1.818404 0.0 0.2 -0.1 0.08
H -2.870894 2.957974 0.728684 0.1 0.0 0.1 0.09
H -3.254090 0.502672 1.357508 -0.1 0.0 0.0 0.06
H -3.408679 1.605335 2.741026 -0.1 0.0 0.0 0.09
H -2.907132 -1.244327 3.799918 0.0 -0.2 0.0 0.09
H -1.258320 -1.881330 3.636499 -0.1 0.0 0.1 0.08
H -3.250863 -1.512426 1.336853 -0.1 -0.1 0.0 0.07
H -2.771614 -3.057076 2.070868 0.0 0.0 -0.1 0.09
H -2.630552 -3.545187 -0.403635 -0.1 0.0 -0.1 0.09
H -1.111931 -3.415993 -1.315264 -0.1 0.0 0.2 0.06
H -3.096568 -1.098566 -1.028876 0.0 -0.1 0.0 0.07
H -3.000684 -2.162577 -2.456338 -0.1 0.0 0.0 0.10
H -2.676508 0.613932 -3.374263 0.0 0.1 0.0 0.10
H -1.095697 1.393289 -3.177759 0.0 0.0 -0.1 0.07
H -3.220864 1.035619 -0.999417 0.0 0.1 0.0 0.07
H -2.666617 2.561583 -1.726210 -0.1 -0.1 0.0 0.10
C 1.892199 0.689906 2.892335 0.0 -0.2 -0.2 -0.28
P 1.936776 -0.205044 1.295134 1.4 0.2 1.1 0.76
C 2.670261 -1.790712 1.829228 0.0 0.1 0.0 -0.26
C 3.386069 0.650089 0.531466 0.0 -0.1 0.0 -0.39
C 3.480728 0.331480 -0.954368 0.1 0.0 -0.1 -0.40
P 1.862871 0.680466 -1.747279 1.3 0.8 -1.0 0.71
C 1.932351 2.500160 -1.949117 0.0 -0.3 0.0 -0.24
C 2.154495 0.107304 -3.455019 -0.1 0.0 0.2 -0.25
H 2.902357 0.716861 3.301554 0.0 0.1 0.1 0.06
H 1.230991 0.174104 3.583916 0.1 0.0 0.1 0.01
H 1.521542 1.702591 2.746905 0.0 0.1 0.1 0.04
H 3.595756 -1.608263 2.378398 -0.1 0.0 0.0 0.05
H 2.863106 -2.412643 0.956260 0.0 0.0 0.2 0.00
H 1.956721 -2.303564 2.475842 0.0 -0.1 0.0 0.05
H 4.298829 0.354069 1.061086 -0.1 0.2 0.0 0.10
H 3.231943 1.725788 0.674148 0.1 -0.1 0.1 0.08
H 3.685047 -0.732771 -1.107340 0.0 0.1 0.0 0.07
H 4.264486 0.921968 -1.442356 -0.1 -0.1 0.0 0.10
H 2.842684 2.763538 -2.486608 0.0 0.1 0.0 0.05
H 1.923286 2.975851 -0.970036 0.0 0.1 0.0 0.04
H 1.067830 2.846758 -2.512581 0.0 0.1 0.0 0.04
H 3.126805 0.469349 -3.791820 -0.1 0.0 -0.1 0.06
H 1.374971 0.485635 -4.116599 0.0 0.0 -0.1 0.04
H 2.139339 -0.981738 -3.464690 0.0 0.0 0.0 0.02
Cl 1.370015 -2.285049 -1.101525 0.7 -1.2 -0.6 0.15
```
Positions in Å, forces in eV/Å.

As for the net charge: +1. As for the spin multiplicity: 4. Its expectation value of S² is 3.77. The highest occupied orbital energy (spin up / spin down) comes out at -10.59 / -11.53 eV. The energy above the lowest of the compared OMol25 structures with the same formula, charge and spin comes out at 0.407 eV.

---

(2)
ORCA calculation (ωB97M-V/def2-TZVPD) on a molecular structure, C5H12NO in a non-equilibrium geometry.

Structure (XYZ):
```
19
Properties=species:S:1:pos:R:3:forces:R:3:lowdin_charge:R:1
C -2.057637 -0.088738 -0.611397 -0.9 -0.9 3.5 -0.52
O -2.070592 1.213357 -0.532691 -0.5 0.0 -1.0 -0.30
C -0.485911 -0.534673 -0.726207 2.2 4.6 -5.0 -0.26
C 0.463686 0.725970 -0.103361 -1.2 -1.1 1.3 -0.32
C 0.007765 0.742844 1.411608 3.6 -0.4 -0.7 -0.09
C 2.003785 0.507737 -0.150174 -1.6 -2.5 -3.0 -0.12
N 0.681628 -1.857899 -0.525402 -1.9 0.7 1.3 -0.04
H -2.796058 -0.574900 -1.369492 1.5 0.2 0.6 0.09
H -2.344924 -0.588195 0.478061 -0.1 0.3 -1.6 0.09
H -0.353361 -0.506994 -1.833277 0.0 0.2 0.9 0.11
H 0.163512 1.654506 -0.536922 -0.3 0.3 -0.5 0.09
H -0.959522 0.954179 1.603179 -3.4 1.1 -0.2 0.01
H 0.587450 1.431023 2.053312 0.2 -0.3 -0.3 0.07
H 0.109388 -0.261451 1.803764 0.6 -0.4 0.4 0.06
H 2.109367 -0.348658 0.461449 0.5 -1.4 0.3 0.02
H 2.416549 0.196654 -1.226261 -0.8 1.0 2.3 0.11
H 2.592038 1.175369 0.375979 1.0 2.3 0.5 0.02
H -0.117056 -1.216342 0.142904 1.6 -3.1 1.5 0.01
H 0.049897 -2.623782 -0.715071 -0.3 -0.7 -0.2 -0.04
```
Positions in Å, forces in eV/Å.

As for the net charge: -1. As for the spin multiplicity: 1. The highest occupied orbital energy comes out at -2.94 eV. The energy above the lowest of the compared OMol25 structures with the same formula, charge and spin comes out at 5.603 eV.

---

(3)
ORCA calculation (ωB97M-V/def2-TZVPD) on a single C3H2BrClO2 molecule in a non-equilibrium geometry.

Structure (XYZ):
```
9
Properties=species:S:1:pos:R:3:forces:R:3:lowdin_charge:R:1
O -2.458292 -1.002400 1.700992 -1.8 -0.1 1.0 0.09
C -1.427165 -0.918007 1.191805 3.6 2.8 0.0 -0.81
Cl -0.687856 -2.131243 0.248552 0.4 -1.0 -0.5 0.74
C -0.547398 0.580893 1.014896 -1.2 -0.6 2.4 -0.11
C 0.743945 1.426893 1.571966 -2.0 -1.0 1.9 -0.73
O 0.799309 2.022860 2.615237 0.2 -1.2 -2.6 0.05
Br 2.153305 1.344178 0.217866 -0.1 0.2 0.5 0.70
H -0.383915 0.504895 0.026907 1.0 -0.4 -3.5 -0.02
H -1.453006 1.154232 1.024900 -0.2 1.2 0.8 0.09
```
Positions in Å, forces in eV/Å.

As for the net charge: 0. As for the spin multiplicity: 1. The highest occupied orbital energy comes out at -10.88 eV. The energy above the lowest of the compared OMol25 structures with the same formula, charge and spin comes out at 0.807 eV. As for the SMILES: O=C(Cl)CC(=O)Br.

---

What is the energy above the lowest of the compared OMol25 structures with the same formula, charge and spin in the first record? 0.407 eV

---

What is the net charge in the first record? +1

---

Please write out number 2 again, unchanged.
ORCA calculation (ωB97M-V/def2-TZVPD) on a molecular structure, C5H12NO in a non-equilibrium geometry.

Structure (XYZ):
```
19
Properties=species:S:1:pos:R:3:forces:R:3:lowdin_charge:R:1
C -2.057637 -0.088738 -0.611397 -0.9 -0.9 3.5 -0.52
O -2.070592 1.213357 -0.532691 -0.5 0.0 -1.0 -0.30
C -0.485911 -0.534673 -0.726207 2.2 4.6 -5.0 -0.26
C 0.463686 0.725970 -0.103361 -1.2 -1.1 1.3 -0.32
C 0.007765 0.742844 1.411608 3.6 -0.4 -0.7 -0.09
C 2.003785 0.507737 -0.150174 -1.6 -2.5 -3.0 -0.12
N 0.681628 -1.857899 -0.525402 -1.9 0.7 1.3 -0.04
H -2.796058 -0.574900 -1.369492 1.5 0.2 0.6 0.09
H -2.344924 -0.588195 0.478061 -0.1 0.3 -1.6 0.09
H -0.353361 -0.506994 -1.833277 0.0 0.2 0.9 0.11
H 0.163512 1.654506 -0.536922 -0.3 0.3 -0.5 0.09
H -0.959522 0.954179 1.603179 -3.4 1.1 -0.2 0.01
H 0.587450 1.431023 2.053312 0.2 -0.3 -0.3 0.07
H 0.109388 -0.261451 1.803764 0.6 -0.4 0.4 0.06
H 2.109367 -0.348658 0.461449 0.5 -1.4 0.3 0.02
H 2.416549 0.196654 -1.226261 -0.8 1.0 2.3 0.11
H 2.592038 1.175369 0.375979 1.0 2.3 0.5 0.02
H -0.117056 -1.216342 0.142904 1.6 -3.1 1.5 0.01
H 0.049897 -2.623782 -0.715071 -0.3 -0.7 -0.2 -0.04
```
Positions in Å, forces in eV/Å.

As for the net charge: -1. As for the spin multiplicity: 1. The highest occupied orbital energy comes out at -2.94 eV. The energy above the lowest of the compared OMol25 structures with the same formula, charge and spin comes out at 5.603 eV.